No. 1
This record from the OMol25 dataset describes a structure of composition C25H41BMnN9 at a distorted geometry. The level of theory is the ωB97M-V functional and the def2-TZVPD basis.

Calculated values
DFT total energy	-71995.4283	eV
HOMO level (alpha / beta)	-11.425 / -11.424	eV
max |F|	1.3	eV/Å
LUMO (alpha / beta)	-2.63 / -2.32	eV
total charge	+1
2S+1	2

Element x y z (Å)
H1 2.35280 2.36260 0.60040
C1 -1.58990 2.40950 2.88700
N1 1.49360 -1.27130 -0.26760
C2 3.43430 -1.53220 -3.31500
C3 -2.20830 -3.17210 0.32780
H2 -2.37450 -1.40730 -3.54210
C4 1.90620 4.87930 -0.32200
H3 -1.72110 3.48560 2.97510
C5 0.88250 2.74630 3.23590
N2 0.02330 -1.42630 2.54200
C6 -4.59310 0.08650 -1.34300
C7 1.97160 2.43030 -0.42780
N3 1.22400 -2.32620 0.53460
C8 -3.33400 -1.01660 -3.21350
H4 4.84830 0.62560 -2.23830
N4 0.50500 2.38030 -0.42410
H5 -1.45200 2.14240 1.83040
C9 4.44960 -0.08590 -1.51980
H6 -3.98200 -3.17690 -0.95310
H7 3.87480 -0.90010 -4.08120
H8 0.18010 -2.65200 4.23790
N5 -1.47420 3.50030 -0.57300
C10 -1.69440 5.72230 0.30320
H9 -1.63720 5.34600 1.32500
B1 -0.01730 -2.47250 1.42220
C11 -0.35790 1.96790 3.68040
C12 -3.22080 -0.38700 -1.82440
H10 2.06970 -4.20780 0.88860
H11 0.80230 3.78810 3.53770
H12 -2.51380 0.46490 -1.85560
H13 0.97100 2.68320 2.15350
H14 -5.28950 -0.74810 -1.34250
Mn1 0.02260 0.32080 0.16350
H15 5.20030 -0.85280 -1.34720
C13 -3.12080 -2.66920 -0.57280
H16 2.13730 5.82000 -0.82680
H17 -4.04370 -1.83890 -3.18920
C14 0.07960 -1.65920 3.85540
H18 -2.48600 1.91090 3.25340
N6 -1.54140 -1.14170 -0.17640
C15 -0.02320 -0.45610 4.51920
H19 4.27740 0.42620 -0.57470
C16 2.57050 -1.60170 -0.99390
H20 -4.53740 0.48220 -0.33150
C17 -2.33810 4.65870 -0.57950
H21 -3.31890 4.36790 -0.19740
H22 -0.00650 -0.29370 5.57550
H23 -2.46760 5.03840 -1.60370
N7 0.46340 4.73860 -0.26670
H24 -1.87520 2.57560 -0.65790
H25 2.32930 1.55950 -0.97900
C18 2.48760 3.70320 -1.08280
H26 -2.17460 -4.12910 0.80670
H27 4.12540 -2.34390 -3.10920
H28 -0.52780 2.15050 4.74570
C19 -2.65880 -1.38780 -0.87120
H29 3.85670 -3.41020 -1.00250
C20 -0.13100 3.53790 -0.42260
H30 -0.34240 6.42360 -1.22290
C21 -0.14960 0.49900 3.51100
C22 -0.29160 5.97680 -0.22130
H31 -3.68250 -0.28710 -3.93860
H32 2.32000 4.92020 0.69400
H33 2.42260 0.05890 -2.29270
N8 -0.09700 -0.10330 2.31370
C23 3.01640 -2.87160 -0.62290
H34 -0.04690 -3.56370 1.86980
H35 -2.26460 6.64970 0.29930
H36 2.51410 -1.96180 -3.70380
C24 3.15830 -0.72110 -2.04840
H37 0.24100 6.67070 0.43580
C25 2.12740 -3.29100 0.33990
H38 1.78060 2.32140 3.67970
N9 -1.27070 -2.24770 0.55460
H39 2.15520 3.73360 -2.12220
H40 3.57420 3.72570 -1.05860
H41 -4.98340 0.85590 -2.00340

No. 2
This record from the OMol25 dataset describes a structure of composition C5H11NO. The level of theory is the ωB97M-V functional and the def2-TZVPD basis.

Calculated values
DFT total energy	-8897.5136	eV
HOMO level	-7.867	eV
max |F|	0.4	eV/Å
LUMO	0.71	eV
2S+1	1

Element x y z (Å)
H1 2.12361 0.09076 -0.15551
C1 -0.43099 -0.90395 0.55202
H2 -2.38825 0.26675 1.34018
H3 -2.32768 1.21031 -0.27283
H4 0.91856 1.37352 1.69652
C2 -1.82730 0.58433 0.47001
H5 0.17059 2.39564 0.46252
H6 2.62532 1.78420 -0.02666
H7 1.51489 1.28864 -1.32054
C3 -0.81427 -1.81084 -0.57862
H8 -1.36804 -2.68359 -0.21897
C4 1.78511 1.12670 -0.27128
O1 0.33866 -2.34979 -1.21957
N1 -0.47359 0.44238 0.44992
H9 0.81442 -1.60015 -1.60099
H10 0.20014 -1.35111 1.33235
C5 0.60021 1.40452 0.64389
H11 -1.46141 -1.26833 -1.28246

No. 3
This record from the OMol25 dataset describes a cluster of 8 separate species, C43H99N11O8 in total at a distorted geometry. The level of theory is the ωB97M-V functional and the def2-TZVPD basis.

Calculated values
DFT total energy	-78958.3245	eV
HOMO level	-7.897	eV
max |F|	6.3	eV/Å
LUMO	0.32	eV
SMILES	CC1(C)CCCC(C)(C)N1O.CC1(C)CCCC(C)(C)N1O.CC1(C)CCCC(C)(C)N1O.CC1(C)CCCC(C)(C)N1O.COC[C@H](C)N.NC(N)=O.NC(N)=O.NC(N)=O
2S+1	1

Element x y z (Å)
H1 -2.43671 -0.06191 -0.92214
H2 1.30060 1.86098 2.30689
H3 -3.06726 2.98928 5.05035
C1 5.32809 -0.46419 2.32842
H4 0.43236 4.35419 1.62491
C2 2.27931 -1.71722 -2.15562
H5 -4.42100 0.25967 1.88405
H6 -8.43605 -2.22007 -4.66540
H7 2.53978 4.52699 -0.52240
C3 4.29511 -0.84091 -3.31833
H8 5.81886 1.88030 3.35687
H9 0.90129 -3.58542 -5.35295
H10 8.95130 1.76794 3.57848
C4 6.06670 -0.24427 3.71720
H11 1.22815 -5.02286 -2.19211
H12 1.77730 6.54524 0.44587
C5 2.20508 -1.06081 -4.69515
H13 0.13065 5.67010 2.26852
C6 -0.28740 6.62800 0.03818
C7 -1.90077 5.40014 -1.21916
H14 4.24090 -1.33430 4.58518
C8 -7.24060 -0.46777 -5.30998
H15 0.97351 -2.86960 -1.00304
H16 -4.34958 -1.81536 7.55294
N1 -0.86502 3.65615 4.77006
C9 -6.47015 -3.00647 -4.71814
O1 -1.03092 2.64073 1.70925
H17 -5.01569 -2.42017 4.52700
C10 -0.14734 -0.88445 0.63019
H18 -7.61438 -4.40318 -3.44779
H19 -1.06866 4.92834 6.52735
H20 -0.86898 3.08137 3.93956
C11 -1.52962 -1.48564 0.52996
H21 -2.57460 4.55592 -1.07308
C12 1.47738 4.73182 -0.65445
H22 -1.32945 3.23476 1.01671
N2 3.42714 -3.18632 -4.00831
C13 -4.73820 -1.00186 -5.12841
H23 2.93739 -1.66827 -1.28808
C14 -0.30487 -0.29107 3.13594
H24 -3.63192 -1.81728 -6.58253
H25 -2.93538 -0.21498 2.69185
O2 -2.46067 -1.54226 5.90001
H26 4.83294 -2.74101 -5.03244
C15 7.56968 -0.22394 1.20875
H27 10.28965 -0.61352 3.37754
H28 1.57630 1.41576 0.70015
H29 1.29680 5.37825 -1.51330
H30 -1.77961 6.34294 5.73010
H31 8.34132 0.35771 5.05833
H32 -4.12774 1.57414 -0.49969
H33 -3.36420 1.50709 2.82334
H34 -1.43067 -2.19328 -0.29318
N3 -3.49389 2.08498 5.19289
H35 -3.21533 1.31033 4.60772
H36 -3.13752 0.35348 -4.39183
H37 6.14707 1.23849 1.32563
C16 -2.60722 0.85417 0.99090
H38 3.98559 -5.88171 -4.82520
H39 2.74792 -6.54675 -3.83420
H40 -5.95449 -4.13648 -6.40133
C17 5.70541 1.14648 4.15482
H41 -5.76539 2.70419 7.33147
H42 6.33387 1.42486 5.00077
C18 -4.56010 1.84263 5.94822
N4 7.50869 -0.54798 3.59701
H43 5.27458 -1.50114 1.99680
H44 5.58931 -1.02909 5.62761
H45 -0.24851 7.49126 0.70254
H46 0.56694 -0.89485 3.38794
H47 -6.34481 -3.41913 -2.65543
H48 -5.99270 -4.86330 -3.73075
H49 1.97058 -0.01046 -4.52232
C19 8.33084 0.08038 2.54330
H50 0.30827 -2.56735 -2.45899
H51 5.49418 -2.31893 4.30063
C20 1.94493 -4.23090 -2.40923
H52 -7.40579 -0.63441 -6.37442
H53 -2.71550 2.41647 -0.65134
H54 -5.36692 -2.72841 6.50170
H55 -7.98520 0.24185 -4.94925
O3 -4.05338 -3.43654 -4.64604
C21 -5.82229 0.04149 -5.01175
H56 -0.98664 3.37381 5.73214
H57 0.47294 -5.01623 -4.52368
H58 4.29236 -0.12475 2.31681
O4 -1.40715 5.44664 3.51523
C22 -3.32933 1.96750 0.12952
H59 -3.74923 -0.16287 -6.91775
H60 4.86959 -1.15255 -2.44600
N5 -1.47093 5.38133 5.71922
C23 -2.53208 -0.43508 0.09754
H61 -2.41089 6.27128 -1.63026
C24 9.66887 -0.68116 2.48414
H62 -3.42222 -1.06303 0.13546
H63 3.99254 0.18518 -3.10927
H64 9.52208 -1.71050 2.15703
H65 4.66852 1.21460 4.48394
O5 -1.58030 5.95772 0.07699
H66 -7.72696 -4.34710 -6.00688
H67 -1.78318 -1.83678 1.53022
H68 0.95160 3.78516 -0.77885
H69 9.44067 1.77496 1.89541
C25 -3.55354 -2.08032 5.76545
O6 -5.09011 0.77412 5.96567
N6 -5.09705 -2.40919 -4.70898
H70 0.43512 -1.64513 1.14999
H71 -4.35200 3.60824 6.56437
C26 -1.16915 4.88840 4.55854
H72 2.96452 -1.02761 -5.47633
H73 1.67026 -0.81666 -2.23410
C27 -3.44060 0.61622 2.19995
H74 -5.84697 0.49397 -4.02041
C28 0.99845 5.78438 0.39517
H75 -7.23752 -2.92589 -6.76645
C29 -4.34874 -0.99669 -6.55245
H76 -0.41994 0.50268 3.87406
N7 -4.99798 2.84197 6.68944
H77 5.69304 0.06189 0.16560
H78 1.28159 -1.55696 -4.99366
C30 -3.51859 -0.65191 -4.21276
C31 6.09976 0.16040 1.17206
H79 -3.85484 2.64842 0.79908
H80 -7.36203 -1.50109 -3.41822
H81 1.97168 0.31266 1.99092
H82 -3.47829 -1.95251 3.78755
N8 0.87173 5.25871 1.71929
O7 8.18962 -0.57254 4.87606
H83 -1.12556 -0.95851 3.39878
O8 4.05640 -3.25806 -5.25882
H84 -1.15932 5.24646 -2.00320
H85 7.90800 2.31818 2.30971
C32 2.45257 -4.30706 -3.87355
C33 -7.43158 -1.85832 -4.44567
C34 1.26988 -2.87992 -2.05192
H86 1.69237 -5.20219 -5.61898
H87 -5.17181 -1.32093 -7.18925
C35 5.32963 -1.28388 4.60012
H88 0.17440 -0.58499 -0.36727
H89 4.11762 -5.60742 -3.20350
C36 1.34118 -4.46983 -4.89206
C37 8.61784 1.53231 2.56784
H90 -5.63215 0.86386 -5.70142
H91 2.81232 -4.40708 -1.77308
N9 -4.02653 -2.22617 4.59045
H92 -2.65915 -1.30651 -4.35759
C38 1.20628 1.00450 1.63932
H93 8.00756 0.38731 0.41962
N10 -4.50052 -2.22922 6.64407
H94 -0.22971 7.08724 -0.94867
C39 3.34715 -5.64696 -3.97350
H95 7.55891 -1.26270 0.87866
C40 -6.61247 -3.98560 -3.54737
H96 10.35707 -0.10924 1.86173
H97 5.03782 -0.78857 -4.11441
H98 -3.81329 -0.57576 -3.16612
C41 -6.87568 -3.66803 -6.05484
H99 -3.68727 -3.37168 -3.76097
N11 -1.18359 1.32396 1.30298
C42 -0.13738 0.30383 1.71363
C43 3.04048 -1.77582 -3.54227

No. 4
This record from the OMol25 dataset describes the ion C5H12NS with charge +1 at a distorted geometry. The level of theory is the ωB97M-V functional and the def2-TZVPD basis.

Calculated values
DFT total energy	-17697.2460	eV
HOMO level	-12.338	eV
max |F|	3.7	eV/Å
LUMO	-3.85	eV
total charge	+1
SMILES	CC(C)([NH3+])CC=S
2S+1	1

Element x y z (Å)
C1 -0.22029 -0.70317 1.41512
N1 -1.82229 0.16684 -0.22055
H1 -1.96589 0.59970 -1.13916
H2 -2.32685 -0.73063 -0.20980
H3 -0.72265 -1.66640 1.45647
H4 0.82921 -0.86313 1.65347
H5 0.18461 -0.54465 -2.02300
C2 -0.32078 -0.08309 0.03614
H6 1.11610 -1.42543 -0.82970
H7 2.54289 1.55885 -1.02552
H8 -0.63056 -0.04436 2.17806
C3 0.12737 -1.04038 -1.05884
H9 0.12726 1.82869 -0.92455
H10 -0.53679 -1.89719 -1.13653
C4 2.15002 0.95287 -0.22790
C5 0.38266 1.25585 -0.04001
S1 2.99803 0.01140 0.72389
H11 0.30279 1.84997 0.86176
H12 -2.21483 0.77424 0.51065

Per-record energy above the lowest of the compared OMol25 structures with the same formula, charge and spin, eV: 1.0379; 4.1837; 8.0664; 1.4407